Record 1
A cluster of 3 separate species, C19H26NO8P in total at a distorted geometry, computed with the ωB97M-V functional and the def2-TZVPD basis.

LUMO energy ... -1.718 eV
Structure (SMILES) ... O=C1C=C(O)C(=O)C=C1O.O=C1C=C(O)C(=O)C=C1O.CCPCCCCCN
Orbital gap ... 6.33 eV
Energy above the lowest of the compared OMol25 structures with the same formula, charge and spin ... 7.6 kcal/mol

Geometry as ORCA input:
```
! wB97M-V def2-TZVPD RIJCOSX def2/J DEFGRID3
* xyz 0 1
O 3.337 -8.343 0.097
C 2.605 -7.374 0.053
C 1.172 -7.453 0.336
C 0.407 -6.361 0.258
O -0.914 -6.405 0.515
C 0.975 -5.034 -0.119
O 0.237 -4.070 -0.195
C 2.412 -4.950 -0.379
C 3.178 -6.041 -0.297
O 4.502 -5.992 -0.529
H 0.771 -8.420 0.606
H -1.232 -5.494 0.388
H 2.816 -3.980 -0.634
H 4.820 -6.905 -0.408
O -1.158 3.673 -0.652
C -1.359 4.209 -1.726
C -0.283 4.563 -2.654
C -0.561 5.167 -3.812
O 0.409 5.502 -4.685
C -1.961 5.503 -4.201
O -2.165 6.070 -5.258
C -3.038 5.128 -3.285
C -2.760 4.521 -2.128
O -3.729 4.161 -1.268
H 0.728 4.317 -2.360
H -0.052 5.923 -5.433
H -4.050 5.361 -3.586
H -3.266 3.740 -0.512
C -1.413 3.381 3.030
C -2.494 2.243 2.800
P -2.495 1.790 0.977
C -1.632 0.127 0.688
C -0.712 -0.242 1.900
C 0.492 -1.178 1.541
C 1.479 -0.494 0.504
C 2.821 -0.119 1.272
N 3.692 0.663 0.360
H -0.731 3.494 2.155
H -0.804 3.176 3.936
H -1.959 4.335 3.217
H -2.283 1.404 3.497
H -3.489 2.651 3.093
H -3.881 1.489 0.700
H -1.083 0.232 -0.275
H -2.409 -0.654 0.504
H -0.282 0.716 2.292
H -1.293 -0.721 2.715
H 1.080 -1.298 2.489
H 0.174 -2.210 1.219
H 1.762 -1.224 -0.292
H 0.963 0.404 0.103
H 3.271 -1.094 1.570
H 2.564 0.419 2.209
H 3.176 1.529 0.193
H 3.645 0.163 -0.529
*
```


Record 2
A cluster of 2 separate species, C4H11N3O2 in total at a distorted geometry, computed with the ωB97M-V functional and the def2-TZVPD basis.

LUMO energy ... 0.779 eV
Structure (SMILES) ... [H]/N=C(\N)NC.CC(=O)O
Orbital gap ... 9.72 eV
Energy above the lowest of the compared OMol25 structures with the same formula, charge and spin ... 35.5 kcal/mol

Geometry as ORCA input:
```
! wB97M-V def2-TZVPD RIJCOSX def2/J DEFGRID3
* xyz 0 1
H 1.376 -0.309 2.963
N 1.623 -0.575 2.025
C 0.890 -0.998 1.092
N -0.434 -1.307 0.970
N 1.573 -1.443 -0.104
C 2.447 -2.595 0.265
H -1.087 -1.203 1.720
H -0.711 -2.093 0.404
H 2.159 -0.726 -0.504
H 3.286 -2.214 0.833
H 2.824 -3.106 -0.613
H 1.796 -3.328 0.745
C -2.780 1.958 -1.616
C -1.382 1.841 -1.154
O -0.351 1.869 -1.780
O -1.296 1.526 0.170
H -3.091 3.003 -1.446
H -3.450 1.367 -0.996
H -2.897 1.938 -2.691
H -0.365 1.498 0.331
*
```


Record 3
The molecule C9H9N3 at a distorted geometry, computed with the ωB97M-V functional and the def2-TZVPD basis.

LUMO energy ... 0.247 eV
Structure (SMILES) ... C1=Nc2nccn2[C@@H]2CCC=C12
Orbital gap ... 8.46 eV
Energy above the lowest of the compared OMol25 structures with the same formula, charge and spin ... 71.3 kcal/mol

Geometry as ORCA input:
```
! wB97M-V def2-TZVPD RIJCOSX def2/J DEFGRID3
* xyz 0 1
C -0.529 2.228 -0.258
N -1.726 1.893 -0.175
C -1.921 0.522 0.063
N -3.042 0.030 0.506
C -2.895 -1.329 0.414
C -1.683 -1.615 -0.251
N -1.014 -0.424 -0.384
C 0.336 -0.162 -0.730
C 1.368 -1.024 -0.037
C 2.453 0.048 0.348
C 1.808 1.368 0.373
C 0.610 1.352 -0.164
H -0.363 3.302 -0.436
H -3.679 -2.098 0.761
H -1.210 -2.555 -0.238
H 0.450 -0.307 -1.858
H 1.855 -1.670 -0.840
H 0.828 -1.626 0.863
H 3.247 0.053 -0.271
H 2.869 -0.226 1.467
H 2.237 2.240 0.846
*
```


Record 4
A structure of composition C51H47HfN4O4PS2Se2 at a distorted geometry, computed with the ωB97M-V functional and the def2-TZVPD basis.

LUMO energy ... -1.165 eV
Orbital gap ... 5.97 eV
Energy above the lowest of the compared OMol25 structures with the same formula, charge and spin ... 26.9 kcal/mol

Geometry as ORCA input:
```
! wB97M-V def2-TZVPD RIJCOSX def2/J DEFGRID3
* xyz 0 1
Hf 9.011 -20.409 -2.353
C 9.294 -24.975 -1.869
O 10.442 -25.115 -2.712
C 10.577 -24.248 -3.762
C 10.830 -24.856 -4.991
C 11.311 -24.128 -6.092
C 11.486 -22.777 -5.939
C 11.016 -22.084 -4.743
C 11.122 -20.713 -4.699
N 10.748 -19.950 -3.680
N 11.290 -18.734 -3.633
C 11.008 -18.189 -2.442
O 10.249 -18.765 -1.572
C 11.667 -16.969 -2.026
C 11.598 -16.468 -0.733
C 11.888 -15.143 -0.477
C 12.201 -14.274 -1.523
C 12.425 -14.805 -2.799
C 12.281 -16.163 -2.997
C 10.525 -22.820 -3.618
O 10.018 -22.236 -2.566
H 9.287 -25.858 -1.220
H 8.357 -24.968 -2.474
H 9.331 -24.062 -1.268
H 10.691 -25.919 -5.059
H 11.535 -24.669 -7.004
H 12.034 -22.133 -6.656
H 11.520 -20.116 -5.509
H 11.258 -17.089 0.105
H 11.887 -14.780 0.559
H 12.325 -13.191 -1.375
H 12.732 -14.156 -3.631
H 12.564 -16.596 -3.932
Se 6.645 -21.938 -1.014
Se 7.748 -22.406 1.185
C 9.602 -21.774 1.025
C 10.415 -22.248 2.103
C 11.749 -21.939 2.144
C 12.287 -21.246 1.063
C 11.434 -20.780 0.114
N 10.113 -21.033 0.062
C 4.982 -20.962 -0.846
C 4.212 -21.196 0.319
C 3.115 -20.371 0.492
C 2.793 -19.409 -0.475
C 3.591 -19.313 -1.573
N 4.637 -20.087 -1.809
H 9.888 -22.727 2.934
H 12.348 -22.223 3.004
H 13.371 -20.963 1.009
H 11.776 -20.188 -0.724
H 4.523 -21.938 1.035
H 2.512 -20.486 1.402
H 1.948 -18.749 -0.322
H 3.440 -18.551 -2.324
C 6.572 -15.773 -0.619
C 6.989 -16.949 0.295
C 5.889 -17.343 1.280
C 8.240 -16.556 1.078
C 7.270 -18.124 -0.520
C 7.627 -19.067 -1.248
H 6.395 -14.846 -0.018
H 5.667 -16.031 -1.232
H 7.362 -15.575 -1.374
H 5.573 -16.514 1.894
H 6.215 -18.147 1.972
H 5.041 -17.756 0.714
H 8.123 -15.662 1.692
H 9.089 -16.361 0.398
H 8.556 -17.341 1.771
S 9.373 -18.950 -6.985
P 7.936 -18.163 -5.908
S 7.924 -18.254 -3.883
C 7.796 -16.411 -6.365
C 7.065 -16.015 -7.480
C 6.930 -14.678 -7.827
C 7.542 -13.697 -7.027
C 8.319 -14.072 -5.960
C 8.458 -15.433 -5.649
C 6.406 -18.917 -6.487
C 5.205 -18.708 -5.823
C 3.983 -19.066 -6.417
C 3.970 -19.783 -7.581
C 5.180 -20.063 -8.204
C 6.388 -19.629 -7.671
H 6.657 -16.784 -8.115
H 6.260 -14.390 -8.631
H 7.524 -12.657 -7.299
H 8.805 -13.324 -5.331
H 9.094 -15.740 -4.833
H 5.268 -18.215 -4.856
H 3.046 -18.872 -5.901
H 3.017 -20.100 -8.036
H 5.181 -20.560 -9.170
H 7.302 -19.857 -8.231
C 7.997 -22.013 -5.928
C 7.323 -22.048 -4.602
O 7.662 -21.229 -3.658
C 6.205 -23.019 -4.472
C 4.898 -22.525 -4.197
C 3.792 -23.353 -4.301
C 3.958 -24.721 -4.422
C 5.230 -25.231 -4.681
C 6.352 -24.377 -4.762
H 8.554 -21.063 -6.080
H 7.297 -22.084 -6.755
H 8.755 -22.782 -6.091
H 4.679 -21.471 -3.923
H 2.781 -22.938 -4.264
H 3.113 -25.423 -4.345
H 5.353 -26.304 -4.748
H 7.320 -24.797 -4.928
*
```


Record 5
A structure of composition C10H11ClF5PdTl at a distorted geometry, computed with the ωB97M-V functional and the def2-TZVPD basis.

LUMO energy (alpha / beta) ... 4.614 / 4.394 eV
Orbital gap (alpha / beta) ... 3.95 / 4.31 eV

Geometry as ORCA input:
```
! wB97M-V def2-TZVPD RIJCOSX def2/J DEFGRID3
* xyz -2 3
Tl -1.898 1.366 1.293
Cl -1.444 3.096 -0.440
C -3.106 -0.313 0.482
H -3.190 -1.053 1.253
H -2.233 -0.445 -0.154
H -3.943 0.186 0.001
Pd 0.010 -0.598 -3.489
C 1.230 0.163 -2.051
C -1.715 -0.230 -4.563
C 0.884 -1.334 -1.922
H -2.326 -1.159 -4.584
H -2.360 0.599 -4.204
H -1.357 -0.006 -5.591
H 2.325 -0.074 -2.087
H 1.224 0.913 -2.927
H 0.943 0.823 -1.214
H 0.017 -1.733 -1.330
H 1.686 -2.052 -2.043
F -0.731 -1.677 2.440
C 0.178 -0.685 2.688
C 0.166 0.523 2.043
C 1.312 1.280 2.013
F 1.519 2.261 1.106
C 2.227 1.101 3.044
F 3.281 1.902 3.140
C 2.126 0.054 3.942
F 3.009 -0.120 4.938
C 1.109 -0.844 3.734
F 1.059 -1.945 4.481
*
```


The records above give, respectively, E values of -1737.543499; -473.746211; -512.541236; -8480.265274; -1647.279358 Eh.